Entry 1:
C3H10NO3 | ωB97M-V/def2-TZVPD

Last columns: bonded neighbours and bond lengths (Å).
CARTESIAN COORDINATES (ANGSTROEM)
1 O 1.28 -0.70 0.90  C2 1.203
2 C 0.14 -0.60 0.52  O1 1.203, O3 1.328, C4 1.497
3 O -0.76 -1.57 0.63  C2 1.328, H7 0.973
4 C -0.44 0.58 -0.20  C2 1.497, C5 1.563, N6 1.523, H8 1.082
5 C -1.57 1.39 0.53  C4 1.563, H9 1.118, H10 1.083, H11 1.088
6 N 0.71 1.55 -0.45  C4 1.523, H12 1.031, H13 1.021, H14 1.021
7 H -0.20 -2.32 0.89  O3 0.973
8 H -1.02 0.31 -1.07  C4 1.082
9 H -2.05 1.95 -0.31  C5 1.118
10 H -2.34 0.77 0.97  C5 1.083
11 H -1.15 2.17 1.15  C5 1.088
12 H 1.51 1.41 0.19  N6 1.031
13 H 0.37 2.50 -0.29  N6 1.021
14 H 0.97 1.49 -1.44  N6 1.021
15 H 1.15 -3.08 -1.35  O17 0.965
16 H 2.15 -3.05 -0.21  O17 0.976
17 O 1.23 -2.80 -0.43  H15 0.965, H16 0.976

Values from the calculation:
calculated total energy = -400.53784 hartree
strongest force on any atom = 0.0396 Eh/bohr
energy above the lowest of the compared OMol25 structures with the same formula, charge and spin = 122.9 kJ/mol
molecular weight = 108.12 g/mol
total charge = +1
orbital gap = 11.29 eV
2S+1 = 1

natural (NBO) charges in e: -0.58 0.77 -0.65 -0.17 -0.61 -0.68 0.54 0.27 0.23 0.28 0.22 0.48 0.44 0.45 0.49 0.49 -0.97

---

Entry 2:
C3H10NO3S | ωB97M-V/def2-TZVPD

Last columns: bonded neighbours and bond lengths (Å).
CARTESIAN COORDINATES (ANGSTROEM)
1 O 2.84 -0.45 0.68  C2 1.259
2 C 1.64 -0.70 0.38  O1 1.259, N3 1.330, H7 1.079
3 N 1.17 0.13 -0.54  C2 1.330, C4 1.473, H8 1.058
4 C -0.24 -0.16 -0.85  N3 1.473, C5 1.533, H9 1.145, H10 1.191
5 C -1.08 1.03 -1.33  C4 1.533, S6 1.844, H11 1.238, H12 1.051
6 S -0.78 2.61 -0.43  C5 1.844
7 H 1.24 -1.69 0.56  C2 1.079
8 H 1.51 1.12 -0.65  N3 1.058
9 H -0.66 -0.86 -0.04  C4 1.145
10 H -0.30 -0.90 -1.78  C4 1.191
11 H -2.26 0.77 -1.10  C5 1.238
12 H -0.85 1.27 -2.33  C5 1.051
13 H -0.80 -2.38 0.00  O15 0.996
14 H -0.64 -2.89 1.43  O15 0.889
15 O -0.57 -3.15 0.59  H13 0.996, H14 0.889
16 H 0.43 2.61 1.39  O18 1.055
17 H -0.68 1.60 1.82  O18 0.920
18 O 0.04 2.04 2.19  H16 1.055, H17 0.920

Values from the calculation:
calculated total energy = -798.94712 hartree
strongest force on any atom = 0.1331 Eh/bohr
energy above the lowest of the compared OMol25 structures with the same formula, charge and spin = 296.5 kJ/mol
molecular weight = 140.18 g/mol
total charge = -1
orbital gap = 6.63 eV
2S+1 = 1

natural (NBO) charges in e: -0.66 0.49 -0.62 -0.21 -0.53 -0.69 0.15 0.45 0.14 0.15 0.19 0.19 0.48 0.46 -0.94 0.49 0.47 -1.01

---

Entry 3:
C3H10NO3S | ωB97M-V/def2-TZVPD

Last columns: bonded neighbours and bond lengths (Å).
CARTESIAN COORDINATES (ANGSTROEM)
1 O -1.42 -2.06 -1.31  C2 1.254
2 C -1.07 -1.62 -0.19  O1 1.254, O3 1.361, C4 1.496
3 O -1.26 -2.28 0.99  C2 1.361, H8 0.962
4 C -0.86 -0.15 -0.01  C2 1.496, C5 1.543, N7 1.492, H9 1.133
5 C 0.31 0.45 0.80  C4 1.543, S6 1.810, H10 1.085, H11 1.069
6 S 0.17 -0.02 2.55  C5 1.810, H12 1.341
7 N -0.73 0.33 -1.42  C4 1.492, H13 1.034, H14 1.032, H15 1.011
8 H -1.56 -3.19 0.87  O3 0.962
9 H -1.71 0.43 0.45  C4 1.133
10 H 1.28 0.13 0.44  C5 1.085
11 H 0.25 1.51 0.69  C5 1.069
12 H 0.51 -1.32 2.48  S6 1.341
13 H -1.41 -0.18 -2.01  N7 1.034
14 H -1.09 1.29 -1.54  N7 1.032
15 H 0.16 0.25 -1.89  N7 1.011
16 H 3.09 2.12 -1.03  O18 0.961
17 H 2.93 2.22 0.46  O18 0.962
18 O 2.42 2.09 -0.34  H16 0.961, H17 0.962

Values from the calculation:
calculated total energy = -798.85491 hartree
strongest force on any atom = 0.0492 Eh/bohr
energy above the lowest of the compared OMol25 structures with the same formula, charge and spin = 206.9 kJ/mol
molecular weight = 140.18 g/mol
total charge = 0
orbital gap (alpha / beta) = 4.18 / 8.95 eV
2S+1 = 2

natural (NBO) charges in e: -0.75 0.52 -0.73 -0.25 -0.54 -0.04 -0.73 0.50 0.15 0.23 0.22 0.14 0.46 0.39 0.42 0.47 0.48 -0.95

---

Entry 4:
C3H10NO4 | ωB97M-V/def2-TZVPD

Last columns: bonded neighbours and bond lengths (Å).
CARTESIAN COORDINATES (ANGSTROEM)
1 C 2.47 0.95 -0.87  N2 1.344, O6 1.215, H7 1.080
2 N 1.23 0.46 -0.71  C1 1.344, C3 1.486, H8 1.087
3 C 0.80 0.08 0.66  N2 1.486, C4 1.617, H9 1.120, H10 1.110
4 C -0.69 0.71 0.66  C3 1.617, O5 1.341, H11 1.134, H12 1.076
5 O -1.61 -0.24 0.86  C4 1.341
6 O 2.56 1.65 -1.87  C1 1.215
7 H 3.31 0.93 -0.20  C1 1.080
8 H 0.44 0.47 -1.47  N2 1.087
9 H 1.44 0.70 1.35  C3 1.120
10 H 0.77 -1.01 0.83  C3 1.110
11 H -0.80 1.50 -0.15  C4 1.134
12 H -0.60 1.29 1.56  C4 1.076
13 H -0.63 -3.05 1.79  O15 0.968
14 H -1.14 -1.92 0.94  O15 0.930
15 O -1.05 -2.85 0.95  H13 0.968, H14 0.930
16 H -2.05 0.15 -0.67  O18 1.080
17 H -2.41 -0.31 -1.97  O18 0.934
18 O -2.03 0.50 -1.69  H16 1.080, H17 0.934

Values from the calculation:
calculated total energy = -476.00726 hartree
strongest force on any atom = 0.0824 Eh/bohr
energy above the lowest of the compared OMol25 structures with the same formula, charge and spin = 337.3 kJ/mol
molecular weight = 124.12 g/mol
total charge = -1
orbital gap = 7.70 eV
2S+1 = 1

natural (NBO) charges in e: 0.49 -0.63 -0.26 -0.05 -0.94 -0.67 0.13 0.45 0.16 0.19 0.14 0.10 0.44 0.50 -0.98 0.51 0.45 -1.03

---

Entry 5:
C3H10NO4 | ωB97M-V/def2-TZVPD

Last columns: bonded neighbours and bond lengths (Å).
CARTESIAN COORDINATES (ANGSTROEM)
1 O -3.53 2.12 -1.39  C2 1.214
2 C -2.95 1.09 -1.12  O1 1.214, C3 1.499, H7 1.109
3 C -1.75 0.97 -0.23  C2 1.499, N4 1.440, H8 1.098, H9 1.091
4 N -1.08 -0.30 -0.35  C3 1.440, C5 1.482, H10 1.001
5 C 0.36 -0.21 -0.70  N4 1.482, O6 1.369, H11 1.104, H12 1.106
6 O 1.15 0.18 0.34  C5 1.369
7 H -3.32 0.13 -1.54  C2 1.109
8 H -2.11 1.11 0.80  C3 1.098
9 H -1.02 1.77 -0.30  C3 1.091
10 H -1.35 -0.94 0.37  N4 1.001
11 H 0.29 0.52 -1.52  C5 1.104
12 H 0.68 -1.22 -1.02  C5 1.106
13 H 1.17 -0.90 1.65  O15 1.004
14 H 2.36 -1.60 2.36  O15 0.963
15 O 1.43 -1.40 2.49  H13 1.004, H14 0.963
16 H 3.30 -1.19 0.20  O18 0.966
17 H 2.75 0.18 0.09  O18 1.015
18 O 3.61 -0.33 -0.11  H16 0.966, H17 1.015

Values from the calculation:
calculated total energy = -476.03982 hartree
strongest force on any atom = 0.0321 Eh/bohr
energy above the lowest of the compared OMol25 structures with the same formula, charge and spin = 251.8 kJ/mol
molecular weight = 124.12 g/mol
total charge = -1
orbital gap = 7.96 eV
2S+1 = 1

natural (NBO) charges in e: -0.56 0.45 -0.36 -0.68 0.13 -0.96 0.10 0.21 0.24 0.36 0.10 0.12 0.51 0.45 -1.02 0.44 0.51 -1.02

---

Entry 6:
C3H10NO4 | ωB97M-V/def2-TZVPD

Last columns: bonded neighbours and bond lengths (Å).
CARTESIAN COORDINATES (ANGSTROEM)
1 C 0.89 -1.23 1.07  C2 1.540, N6 1.475, H7 1.097, H8 1.095
2 C -0.61 -0.89 1.12  C1 1.540, C3 1.559, H9 1.087, H10 1.088
3 C -0.77 0.64 1.37  C2 1.559, O4 1.286, O5 1.234
4 O -0.85 1.39 0.33  C3 1.286
5 O -0.74 1.06 2.53  C3 1.234
6 N 1.62 -0.93 -0.18  C1 1.475, H11 1.011, H12 1.006
7 H 1.38 -0.63 1.84  C1 1.097
8 H 0.98 -2.31 1.25  C1 1.095
9 H -1.13 -1.17 0.21  C2 1.087
10 H -1.07 -1.44 1.94  C2 1.088
11 H 1.26 -0.06 -0.54  N6 1.011
12 H 1.64 -1.64 -0.89  N6 1.006
13 H -1.45 0.59 -0.95  O15 1.023
14 H -0.89 0.22 -2.30  O15 0.957
15 O -1.72 0.13 -1.83  H13 1.023, H14 0.957
16 H 0.27 1.87 -0.84  O18 1.000
17 H 0.46 2.51 -2.39  O18 0.942
18 O 0.72 1.89 -1.73  H16 1.000, H17 0.942

Values from the calculation:
calculated total energy = -476.10842 hartree
strongest force on any atom = 0.0391 Eh/bohr
energy above the lowest of the compared OMol25 structures with the same formula, charge and spin = 71.7 kJ/mol
molecular weight = 124.12 g/mol
total charge = -1
orbital gap = 8.82 eV
2S+1 = 1

natural (NBO) charges in e: -0.20 -0.55 0.79 -0.85 -0.72 -0.87 0.19 0.17 0.22 0.20 0.38 0.35 0.50 0.46 -1.03 0.53 0.47 -1.04